No. 1
A structure of composition C23H39Cl3N3O3RuSSi at a distorted geometry, computed with ωB97M-V/def2-TZVPD.

```
! wB97M-V def2-TZVPD RIJCOSX def2/J DEFGRID3
* xyz 0 6
C -2.04 -2.33 -3.90
C -1.12 -2.49 -2.74
H -1.61 -2.70 -4.84
H -2.36 -1.29 -4.05
H -2.93 -2.97 -3.71
C -0.39 -3.63 -2.64
C -0.34 -4.57 -3.79
H 0.06 -3.94 -1.70
H 0.24 -4.15 -4.63
H -1.30 -4.89 -4.22
H 0.18 -5.46 -3.45
Ru -1.18 2.13 2.56
Cl -3.42 2.82 2.97
Cl 0.79 2.82 1.64
H 0.79 5.53 5.01
H -1.59 7.46 3.36
C 0.92 5.79 3.95
C -0.93 6.91 2.66
N -0.38 5.73 3.32
H 1.58 5.04 3.49
C -1.15 4.66 3.57
O -0.73 3.64 4.17
H -1.54 6.56 1.81
H -2.14 4.72 3.10
H 1.30 6.80 3.83
H -0.10 7.56 2.33
H 2.53 -1.04 -2.71
H 2.42 -3.61 -1.92
C 3.36 -0.97 -1.99
C 3.27 -3.33 -1.26
N 3.16 -1.91 -0.91
H 3.42 0.05 -1.59
C 3.12 -1.49 0.40
O 3.21 -0.32 0.75
H 3.23 -3.94 -0.35
H 2.97 -2.35 1.09
H 4.29 -1.23 -2.51
H 4.21 -3.51 -1.80
O -0.44 -0.30 -1.83
C -1.25 -1.46 -1.62
C 0.20 -2.54 0.17
C -1.05 -2.11 -0.25
H 1.06 -2.26 -0.45
C 0.33 -3.44 1.24
H -2.29 -1.14 -1.64
C -2.18 -2.44 0.51
H 1.31 -3.88 1.48
C -0.82 -3.81 1.95
C -2.06 -3.29 1.62
H -3.14 -2.07 0.18
H -0.75 -4.54 2.77
H -2.96 -3.57 2.19
Si -0.41 0.99 -2.77
Cl -2.29 0.46 1.84
C 1.30 1.76 -2.67
C -1.13 2.39 -1.70
C -1.70 1.08 -4.12
H 2.15 1.13 -2.97
H 1.45 1.98 -1.59
H 1.36 2.75 -3.19
H -1.58 0.56 -5.07
H -1.77 2.15 -4.39
H -2.68 0.81 -3.71
H -2.15 2.17 -1.36
H -1.14 3.33 -2.27
H -0.53 2.54 -0.80
S -0.13 -1.87 4.62
C 1.37 -1.02 4.36
C 1.13 0.27 3.90
N -0.22 0.55 3.78
C -0.99 -0.43 4.26
H 2.35 -1.46 4.49
H 1.85 0.99 3.56
H -2.06 -0.40 4.20
*
```

Calculated total energy ... -93958.534 eV
HOMO-LUMO gap (spin up / spin down) ... 7.62 / 7.42 eV
⟨S²⟩ ... 8.761
Maximum force ... 4.524 eV/A
Lowest unoccupied orbital energy (spin up / spin down) ... 0.5 / -1.1 eV
Energy above the lowest of the compared OMol25 structures with the same formula, charge and spin ... 0.560 eV

No. 2
A cluster of 4 separate species, C23H39F17NO7P in total at a distorted geometry, computed with ωB97M-V/def2-TZVPD.

```
! wB97M-V def2-TZVPD RIJCOSX def2/J DEFGRID3
* xyz 0 1
N 4.89 4.93 -5.94
C 4.46 3.46 -6.09
O 5.29 2.44 -5.79
C 2.95 3.16 -6.66
C 2.41 1.61 -6.33
P 1.32 1.54 -4.73
C 0.20 1.39 -3.19
F -1.21 1.36 -3.71
F 0.43 0.04 -2.60
C 0.26 2.64 -2.14
F -1.02 2.62 -1.35
F 0.19 3.92 -2.93
C 1.61 2.76 -1.22
F 2.79 3.04 -2.11
F 1.44 4.04 -0.44
C 1.86 1.58 -0.13
F 2.22 2.28 1.17
F 0.62 0.79 0.23
C 3.17 0.61 -0.44
F 4.37 1.49 -0.19
F 3.27 0.16 -1.84
C 3.19 -0.77 0.49
F 2.17 -1.68 -0.16
F 2.65 -0.54 1.88
C 4.60 -1.59 0.45
F 4.33 -2.91 1.14
F 5.08 -1.95 -0.91
C 5.85 -0.91 1.25
F 5.48 0.17 2.20
F 6.86 -0.42 0.25
F 6.52 -2.01 2.04
H 5.93 4.91 -6.00
H 4.58 5.38 -6.86
H 2.19 3.99 -6.28
H 3.01 3.31 -7.84
H 3.28 0.82 -6.30
H 1.67 1.35 -7.23
H 0.76 2.79 -5.15
H 0.71 0.33 -5.30
H 2.54 1.33 -4.00
C 2.97 -2.13 7.11
O 1.55 -2.16 7.22
C 1.02 -0.96 7.77
C 0.45 -0.05 6.68
O 1.48 0.44 5.82
C 1.54 -0.28 4.59
H 3.29 -2.95 6.46
H 3.32 -1.19 6.68
H 3.42 -2.27 8.10
H 1.77 -0.43 8.37
H 0.21 -1.25 8.45
H -0.01 0.82 7.16
H -0.33 -0.57 6.11
H 0.72 0.04 3.95
H 1.49 -1.36 4.74
H 2.48 -0.03 4.10
C -5.39 -3.18 -4.42
O -5.51 -1.97 -3.69
C -4.26 -1.57 -3.10
C -3.59 -0.47 -3.92
O -3.18 -0.95 -5.20
C -4.08 -0.57 -6.23
H -6.28 -3.30 -5.05
H -4.51 -3.19 -5.08
H -5.34 -4.03 -3.73
H -3.60 -2.43 -2.97
H -4.50 -1.18 -2.10
H -2.68 -0.14 -3.39
H -4.25 0.41 -4.02
H -3.93 0.49 -6.47
H -5.12 -0.74 -5.95
H -3.85 -1.16 -7.12
C -2.35 -1.38 4.07
O -3.05 -0.44 4.88
C -4.12 0.19 4.17
C -5.47 -0.42 4.53
O -5.56 -1.78 4.08
C -5.34 -2.71 5.13
H -1.73 -2.00 4.73
H -3.03 -2.03 3.52
H -1.70 -0.85 3.37
H -3.94 0.16 3.09
H -4.12 1.25 4.47
H -6.26 0.14 4.02
H -5.66 -0.36 5.61
H -6.22 -2.76 5.77
H -4.47 -2.45 5.73
H -5.17 -3.70 4.68
*
```

Calculated total energy ... -95775.242 eV
Structure (SMILES) ... NC(=O)CC[PH3]C(F)(F)C(F)(F)C(F)(F)C(F)(F)C(F)(F)C(F)(F)C(F)(F)C(F)(F)F.COCCOC.COCCOC.COCCOC
HOMO-LUMO gap ... 8.16 eV
Maximum force ... 8.214 eV/A
Lowest unoccupied orbital energy ... -1.0 eV
Energy above the lowest of the compared OMol25 structures with the same formula, charge and spin ... 11.716 eV

No. 3
A structure of composition C23H39IrO2Si at a distorted geometry, computed with ωB97M-V/def2-TZVPD.

```
! wB97M-V def2-TZVPD RIJCOSX def2/J DEFGRID3
* xyz 1 6
O -1.08 4.15 -2.00
C -1.90 5.34 -2.11
C -2.18 5.07 -3.60
H -1.27 6.21 -1.88
H -2.75 5.28 -1.42
C -1.35 3.77 -3.39
H -1.64 5.76 -4.28
H -3.23 4.92 -3.86
C -0.06 3.73 -4.17
H 0.52 4.64 -3.98
H -0.11 3.66 -5.25
H 0.59 2.93 -3.82
C -2.17 2.48 -3.38
H -3.09 2.66 -2.79
H -1.61 1.66 -2.89
H -2.54 2.19 -4.36
Ir 1.12 0.43 0.53
C -1.30 -0.37 1.51
C -0.36 0.66 1.93
C -0.44 1.76 0.92
H 0.05 0.84 2.90
C -1.58 1.40 0.09
C -2.02 0.08 0.39
H -2.83 -0.47 -0.09
H -1.52 -1.26 2.08
H -0.05 2.77 1.10
H -2.02 2.15 -0.55
C 1.75 -1.50 -0.32
C 0.48 -1.20 -0.94
C 0.63 0.01 -1.71
H -0.41 -1.81 -0.83
C 1.95 0.51 -1.51
C 2.67 -0.44 -0.70
H 3.70 -0.34 -0.37
H 1.96 -2.33 0.33
H -0.14 0.49 -2.31
H 2.33 1.47 -1.89
O 2.01 4.28 -0.99
C 2.00 5.28 -2.09
C 2.83 6.52 -1.75
H 0.97 5.64 -2.34
H 2.43 4.81 -2.99
C 3.34 6.25 -0.31
H 2.17 7.39 -1.74
H 3.63 6.76 -2.48
C 2.91 4.80 0.02
H 2.90 7.01 0.36
H 4.43 6.41 -0.24
H 2.41 4.76 1.01
H 3.78 4.14 0.04
C 1.03 -1.93 3.66
Si 2.57 -1.05 3.10
C 3.44 -0.40 4.67
C 3.79 -2.30 2.42
C 2.39 0.49 1.99
H 1.30 -2.93 4.04
H 0.29 -2.07 2.86
H 0.54 -1.39 4.48
H 3.63 -1.22 5.39
H 4.41 0.05 4.40
H 2.83 0.37 5.17
H 3.40 -2.93 1.62
H 4.70 -1.81 2.05
H 4.08 -2.97 3.25
H 3.42 0.70 1.59
H 2.19 1.35 2.67
*
```

Calculated total energy ... -39279.130 eV
HOMO-LUMO gap (spin up / spin down) ... 5.82 / 5.40 eV
⟨S²⟩ ... 8.769
Maximum force ... 3.842 eV/A
Lowest unoccupied orbital energy (spin up / spin down) ... -1.9 / -6.5 eV

No. 4
A structure of composition C23H39N7O6P3S2Sr, computed with ωB97M-V/def2-TZVPD.

```
! wB97M-V def2-TZVPD RIJCOSX def2/J DEFGRID3
* xyz -1 1
Sr 0.89 1.14 -0.29
C 3.68 4.02 2.00
P 3.01 2.31 1.89
C 2.29 2.12 3.55
C 4.59 1.36 2.13
C 5.50 1.46 0.90
P 4.60 1.16 -0.70
C 4.31 -0.64 -0.55
C 6.08 1.13 -1.80
H 4.33 4.13 2.87
H 2.85 4.72 2.09
H 4.23 4.27 1.09
H 3.03 2.29 4.34
H 1.87 1.11 3.64
H 1.45 2.80 3.64
H 4.30 0.31 2.29
H 5.13 1.67 3.04
H 6.34 0.76 0.96
H 5.94 2.46 0.84
H 5.21 -1.17 -0.22
H 3.98 -1.01 -1.52
H 3.51 -0.86 0.15
H 6.84 0.44 -1.44
H 6.51 2.13 -1.87
H 5.77 0.83 -2.80
O 1.86 -0.45 -2.56
N 1.08 -0.97 -3.47
C 1.32 -2.23 -3.87
C 0.57 -2.86 -4.82
C -0.49 -2.16 -5.40
C -0.72 -0.87 -4.99
C 0.05 -0.23 -4.01
S -0.19 1.37 -3.46
H 2.17 -2.69 -3.38
H 0.81 -3.88 -5.10
H -1.11 -2.61 -6.16
H -1.52 -0.28 -5.44
N -6.57 -3.65 1.22
C -5.39 -2.99 1.60
C -5.08 -1.74 1.08
C -3.94 -1.07 1.49
C -3.10 -1.64 2.43
C -3.40 -2.88 2.96
C -4.54 -3.55 2.55
S -1.63 -0.76 2.93
O -2.07 0.59 3.18
O -1.06 -1.49 4.04
N -0.66 -0.73 1.66
C -0.12 -1.85 1.17
N -0.52 -3.10 1.50
C 0.05 -4.10 0.85
C 1.01 -3.94 -0.13
C 1.38 -2.62 -0.40
N 0.86 -1.60 0.25
H -6.90 -3.40 0.30
H -6.53 -4.66 1.33
H -5.75 -1.29 0.35
H -3.71 -0.09 1.09
H -2.72 -3.32 3.68
H -4.78 -4.53 2.97
H -0.28 -5.10 1.13
H 1.45 -4.78 -0.65
H 2.13 -2.38 -1.14
N -2.48 3.57 1.88
C -2.93 2.57 0.92
P -2.62 3.02 -0.81
O -3.57 4.07 -1.35
O -1.17 3.06 -1.17
C -3.31 1.52 -1.71
N -3.30 2.03 -3.12
H -2.65 3.26 2.83
H -2.94 4.46 1.74
H -0.40 3.03 1.72
H -4.00 2.32 0.99
H -2.36 1.65 1.09
H -4.35 1.36 -1.42
H -2.73 0.60 -1.68
H -3.57 3.04 -3.02
H -3.90 1.54 -3.76
H -2.29 1.95 -3.47
O 0.38 2.55 1.37
*
```

Calculated total energy ... -97577.755 eV
HOMO-LUMO gap ... 6.69 eV
Maximum force ... 0.935 eV/A
Lowest unoccupied orbital energy ... 2.1 eV
Energy above the lowest of the compared OMol25 structures with the same formula, charge and spin ... 0.397 eV

No. 5
A cluster of 4 separate species, C23H39O14P3 in total at a distorted geometry, computed with ωB97M-V/def2-TZVPD.

```
! wB97M-V def2-TZVPD RIJCOSX def2/J DEFGRID3
* xyz 0 1
O 3.32 3.54 4.37
C 3.10 2.71 3.34
C 1.84 1.62 3.31
C 1.23 1.35 1.94
C 1.92 2.13 0.64
O 1.12 2.40 -0.41
C 3.53 2.57 0.69
C 4.29 2.66 -0.76
C 5.88 3.05 -0.69
C 6.19 4.62 -0.31
C 7.74 4.96 0.20
C 8.23 6.48 0.64
C 7.10 7.69 0.55
C 5.57 7.42 0.02
C 5.14 5.87 -0.42
C 4.13 2.84 2.03
H 1.44 1.14 4.30
H 0.32 0.61 1.85
H 4.13 1.68 -1.40
H 3.75 3.54 -1.36
H 6.32 2.89 -1.78
H 6.48 2.34 0.03
H 8.57 4.11 0.27
H 9.33 6.72 1.00
H 7.42 8.80 0.83
H 4.81 8.32 -0.05
H 4.03 5.67 -0.82
H 5.26 3.12 2.13
C 0.04 -0.66 -4.42
O -1.03 0.19 -4.76
P -0.65 1.61 -5.43
O 0.82 1.87 -5.58
O -1.43 2.68 -4.51
C -0.95 2.85 -3.19
O -1.48 1.61 -6.81
C -2.89 1.54 -6.75
H 0.58 -0.25 -3.56
H -0.36 -1.64 -4.15
H 0.73 -0.78 -5.26
H 0.14 2.93 -3.18
H -1.27 2.01 -2.57
H -1.38 3.77 -2.79
H -3.29 2.48 -6.35
H -3.21 0.70 -6.12
H -3.28 1.39 -7.76
C -2.43 -2.89 3.83
O -3.51 -2.03 3.49
P -3.12 -0.62 2.82
O -1.66 -0.36 2.67
O -3.91 0.45 3.74
C -3.43 0.63 5.05
O -3.96 -0.61 1.44
C -5.36 -0.68 1.50
H -1.90 -2.48 4.69
H -2.84 -3.87 4.10
H -1.75 -3.01 2.99
H -2.34 0.71 5.07
H -3.75 -0.22 5.67
H -3.86 1.55 5.46
H -5.77 0.25 1.90
H -5.68 -1.52 2.13
H -5.75 -0.83 0.49
C -2.10 -4.84 -0.06
O -2.91 -5.98 -0.25
P -3.34 -6.80 1.07
O -2.79 -6.26 2.35
O -2.90 -8.31 0.73
C -1.51 -8.57 0.67
O -4.95 -6.84 0.98
C -5.54 -7.48 -0.13
H -1.09 -5.15 0.23
H -2.04 -4.29 -1.00
H -2.52 -4.18 0.70
H -1.00 -8.11 1.52
H -1.10 -8.19 -0.26
H -1.36 -9.65 0.71
H -5.39 -8.56 -0.06
H -5.12 -7.11 -1.07
H -6.62 -7.28 -0.12
*
```

Calculated total energy ... -81007.156 eV
Structure (SMILES) ... O=C1C=CC(=O)C(CCc2ccccc2)=C1.COP(=O)(OC)OC.COP(=O)(OC)OC.COP(=O)(OC)OC
HOMO-LUMO gap ... 7.17 eV
Maximum force ... 8.048 eV/A
Lowest unoccupied orbital energy ... -1.2 eV
Energy above the lowest of the compared OMol25 structures with the same formula, charge and spin ... 14.126 eV

No. 6
A structure of composition C23H39O2PmSi at a distorted geometry, computed with ωB97M-V/def2-TZVPD.

```
! wB97M-V def2-TZVPD RIJCOSX def2/J DEFGRID3
* xyz 0 5
O 0.23 -0.34 -4.12
C 0.13 0.88 -4.92
C 0.07 0.14 -6.25
H 1.01 1.52 -4.84
H -0.80 1.41 -4.66
C 0.15 -1.12 -5.35
H 0.94 0.28 -6.89
H -0.87 0.29 -6.78
C 1.43 -1.90 -5.55
H 2.29 -1.25 -5.38
H 1.48 -2.29 -6.57
H 1.45 -2.74 -4.85
C -1.09 -1.97 -5.46
H -1.99 -1.39 -5.24
H -1.03 -2.83 -4.78
H -1.17 -2.35 -6.49
Pm -0.39 -0.60 1.36
C -2.44 -1.21 2.83
C -2.41 0.21 2.84
C -2.71 0.68 1.52
H -2.24 0.83 3.71
C -2.94 -0.47 0.69
C -2.79 -1.63 1.50
H -2.92 -2.65 1.17
H -2.25 -1.86 3.68
H -2.78 1.72 1.22
H -3.23 -0.44 -0.36
C 0.71 -2.40 2.85
C -0.09 -3.14 1.94
C 0.47 -3.00 0.64
H -0.98 -3.70 2.20
C 1.64 -2.18 0.74
C 1.80 -1.84 2.12
H 2.60 -1.22 2.54
H 0.53 -2.28 3.92
H 0.09 -3.46 -0.28
H 2.30 -1.88 -0.08
O 0.99 0.65 -1.46
C -0.32 0.10 -1.62
C -1.27 1.23 -2.04
H -0.88 -0.43 -0.81
H -0.21 -0.67 -2.36
C -0.43 2.51 -1.96
H -2.14 1.23 -1.38
H -1.64 1.07 -3.05
C 0.83 2.06 -1.22
H -0.99 3.31 -1.47
H -0.15 2.87 -2.94
H 0.71 2.28 -0.14
H 1.73 2.55 -1.63
C -0.42 1.46 5.44
Si 1.14 1.48 4.37
C 1.98 3.13 4.78
C 2.30 0.14 5.03
C 0.78 1.32 2.53
H -0.16 1.68 6.49
H -0.94 0.49 5.44
H -1.14 2.23 5.12
H 2.14 3.23 5.87
H 2.96 3.22 4.29
H 1.37 3.99 4.45
H 1.90 -0.87 4.95
H 3.27 0.16 4.51
H 2.51 0.33 6.10
H 1.70 1.33 1.91
H 0.16 2.16 2.15
*
```

Calculated total energy ... -53009.079 eV
HOMO-LUMO gap (spin up / spin down) ... 7.72 / 7.69 eV
⟨S²⟩ ... 6.007
Maximum force ... 2.099 eV/A
Lowest unoccupied orbital energy (spin up / spin down) ... 0.3 / 0.3 eV
Energy above the lowest of the compared OMol25 structures with the same formula, charge and spin ... 0.870 eV